# C30H20Cl2F5N5OReS

A structure of composition C30H20Cl2F5N5OReS (ωB97M-V with the def2-TZVPD basis set, OMol25).

total energy	-3399.96171	Eh
multiplicity	2
HOMO-LUMO gap (spin up / spin down)	5.615 / 6.184	eV
net charge	+2

The geometry in XYZ format:
```
65
C30H20Cl2F5N5OReS ωB97M-V with the def2-TZVPD basis set
Re -0.887 -0.151 0.400
N 0.749 1.783 3.663
C 2.016 1.434 3.194
C 3.278 1.659 3.722
C 4.339 1.171 2.988
C 4.142 0.484 1.780
C 2.881 0.260 1.264
C 1.805 0.752 1.996
N 0.421 0.697 1.763
C -0.154 1.336 2.797
C -1.597 1.443 2.841
C -2.447 2.103 3.670
S -4.054 1.877 3.146
C -3.514 0.914 1.856
N -2.217 0.759 1.814
H 0.552 2.269 4.525
H 3.426 2.184 4.656
H 5.346 1.314 3.353
H 5.005 0.113 1.246
H 2.736 -0.292 0.350
H -2.220 2.707 4.533
H -4.185 0.451 1.150
Cl -4.811 -0.784 -2.535
C -3.834 0.621 -2.468
C -4.160 1.748 -3.256
C -3.389 2.879 -3.228
Cl -3.807 4.226 -4.210
C -2.235 2.957 -2.393
C -1.347 4.045 -2.300
C -0.261 3.961 -1.464
C -0.061 2.801 -0.704
N -0.885 1.770 -0.758
C -1.948 1.835 -1.603
C -2.732 0.662 -1.649
O -2.299 -0.347 -0.884
H -5.031 1.701 -3.894
H -1.522 4.932 -2.894
H 0.443 4.776 -1.381
H 0.788 2.714 -0.037
F -3.436 -1.798 1.522
C -2.324 -2.529 1.680
C -1.092 -2.011 1.260
C -0.005 -2.880 1.442
F 1.231 -2.467 1.113
C -0.109 -4.135 2.003
F 0.958 -4.898 2.186
C -1.365 -4.598 2.383
F -1.491 -5.794 2.908
C -2.485 -3.792 2.214
F -3.678 -4.239 2.568
C 2.885 -2.968 -2.101
C 2.245 -1.707 -2.699
C 1.490 -2.034 -3.997
C 3.293 -0.611 -2.938
C 1.263 -1.200 -1.732
N 0.491 -0.849 -0.959
H 3.587 -3.371 -2.830
H 2.138 -3.731 -1.886
H 3.432 -2.744 -1.186
H 2.209 -2.416 -4.721
H 1.018 -1.147 -4.418
H 0.730 -2.797 -3.834
H 4.025 -0.986 -3.651
H 3.819 -0.352 -2.018
H 2.840 0.288 -3.355
```